Entry 1:
{
  "formula": "C55H73AsBBrN8O3S4Sc",
  "method": "ωB97M-V/def2-TZVPD",
  "symbols": ["Sc", "O", "C", "C", "C", "C", "C", "C", "C", "O", "N", "N", "C", "C", "Br", "C", "C", "C", "C", "C", "C", "C", "H", "H", "H", "H", "H", "H", "H", "H", "H", "H", "H", "H", "H", "H", "C", "C", "C", "C", "N", "C", "C", "N", "B", "N", "C", "C", "N", "C", "S", "C", "C", "C", "C", "N", "C", "C", "N", "C", "S", "C", "C", "C", "C", "C", "S", "H", "H", "H", "H", "H", "H", "H", "H", "H", "H", "H", "H", "H", "H", "H", "H", "H", "H", "H", "H", "H", "H", "H", "H", "H", "H", "H", "H", "H", "H", "H", "H", "H", "H", "C", "C", "As", "C", "C", "C", "C", "H", "H", "H", "H", "H", "H", "H", "H", "H", "H", "H", "H", "H", "H", "H", "O", "S", "C", "C", "C", "C", "C", "C", "C", "C", "C", "C", "C", "C", "H", "H", "H", "H", "H", "H", "H", "H", "H", "H"],
  "xyz": [[0.65256, -0.37684, 0.03862], [-1.33917, -1.90404, 5.18676], [-0.72374, -2.96520, 4.59884], [-0.74990, -4.18005, 5.27701], [-0.21213, -5.31358, 4.69619], [0.35004, -5.25240, 3.43101], [0.38738, -4.04417, 2.75973], [-0.11244, -2.88958, 3.34526], [-0.11880, -1.60968, 2.53383], [0.63984, -1.65766, 1.41017], [0.22498, -0.44239, 3.37080], [0.37405, 0.67810, 2.64775], [0.66749, 1.77908, 3.23957], [0.90521, 2.98282, 2.49985], [1.43485, 2.60954, 0.68038], [0.86551, 4.24770, 2.94986], [0.31117, 4.63892, 4.23668], [0.88408, 5.69388, 4.95094], [0.33729, 6.10801, 6.14880], [-0.80765, 5.49860, 6.64085], [-1.38381, 4.44782, 5.94389], [-0.82764, 4.01632, 4.75472], [-1.31469, -1.13724, 4.59999], [-1.21226, -4.21447, 6.25105], [-0.24691, -6.25275, 5.22691], [0.74577, -6.14213, 2.96467], [0.77478, -3.95716, 1.75174], [-1.18414, -1.40915, 2.26651], [0.82861, -0.56379, 4.18173], [0.81135, 1.83437, 4.32157], [1.24317, 5.04053, 2.31859], [1.77489, 6.16605, 4.56566], [0.80361, 6.91167, 6.69817], [-1.25561, 5.84487, 7.55907], [-2.27274, 3.96405, 6.32262], [-1.30189, 3.22582, 4.19062], [-1.78818, -3.37443, -3.53928], [-1.25131, -2.50137, -4.66703], [-1.21799, -3.34432, -5.94860], [-2.15743, -1.27757, -4.85540], [0.11028, -2.01167, -4.40333], [0.81586, -1.41225, -5.41950], [2.03953, -1.09971, -4.95519], [2.10536, -1.48843, -3.64688], [3.43166, -1.28569, -2.89638], [3.63029, -2.17435, -1.64594], [4.09441, -3.45416, -1.79379], [4.53690, -3.88341, -0.59478], [4.35117, -2.86989, 0.31566], [3.76115, -1.84433, -0.34509], [3.26804, -0.34015, 0.28688], [4.79334, -3.03627, 1.70965], [3.90705, -4.10408, 2.35602], [4.68183, -1.74716, 2.51570], [6.26522, -3.46907, 1.68857], [3.62184, 0.21200, -2.58494], [4.88315, 0.73852, -2.55694], [4.77516, 2.08073, -2.52191], [3.43774, 2.40220, -2.53335], [2.74466, 1.23508, -2.51768], [1.05623, 1.01558, -2.31672], [3.05206, 3.80992, -2.72755], [3.63691, 4.63284, -1.57597], [1.54575, 4.01793, -2.79622], [3.64688, 4.26885, -4.06734], [0.91300, -2.01100, -3.30541], [0.57321, -2.55582, -1.72068], [-2.77914, -3.73180, -3.81063], [-1.87166, -2.80543, -2.62085], [-1.14346, -4.22907, -3.35415], [-2.19558, -3.78902, -6.11185], [-0.48419, -4.14056, -5.85662], [-0.97554, -2.75143, -6.82453], [-3.19881, -1.58333, -4.91526], [-1.90689, -0.73893, -5.76624], [-2.04790, -0.59852, -4.01336], [0.40572, -1.25039, -6.38960], [2.86910, -0.64372, -5.45285], [4.29811, -1.60054, -3.65654], [4.08044, -3.94439, -2.74529], [4.97559, -4.81890, -0.32406], [2.88389, -3.74051, 2.40232], [4.24127, -4.30517, 3.36970], [3.92272, -5.03812, 1.79940], [3.64644, -1.42851, 2.59831], [5.25539, -0.94580, 2.05789], [5.06830, -1.92909, 3.51459], [6.39819, -4.47753, 1.30820], [6.66172, -3.44128, 2.69870], [6.84745, -2.78462, 1.07667], [5.74989, 0.11298, -2.56348], [5.54661, 2.81577, -2.47060], [3.36906, 4.19071, -0.62161], [3.23071, 5.63828, -1.61347], [4.71921, 4.69865, -1.63456], [1.06726, 3.80985, -1.84288], [1.10253, 3.38099, -3.55511], [1.34841, 5.05584, -3.05333], [4.72528, 4.14951, -4.09820], [3.41847, 5.31928, -4.22356], [3.21786, 3.70056, -4.88891], [-3.06135, 5.82188, 0.49199], [-2.79983, 5.26631, -0.90503], [-1.70284, 3.59448, -0.84770], [-1.98690, 3.01917, -2.73633], [-3.41912, 2.99449, -3.24550], [-3.06156, 2.46437, 0.07661], [-2.69244, 2.27699, 1.54318], [-3.51519, 6.81159, 0.44842], [-2.13004, 5.89812, 1.05709], [-3.74502, 5.17170, 1.03718], [-2.25908, 6.00620, -1.50489], [-3.75278, 5.07550, -1.40041], [-1.53732, 2.02689, -2.83143], [-1.37690, 3.68094, -3.35813], [-4.05203, 2.38815, -2.59625], [-3.46184, 2.57934, -4.25253], [-3.83291, 4.00052, -3.28683], [-3.09247, 1.48327, -0.39889], [-4.05467, 2.91386, -0.00990], [-1.77276, 1.68683, 1.61911], [-3.47480, 1.75578, 2.09854], [-2.53271, 3.24328, 2.02254], [-1.45701, -0.64768, -0.15249], [-2.00170, -2.06122, -0.17786], [-3.60157, -1.96658, -1.02798], [-3.96544, -0.85614, -1.76059], [-5.22694, -0.79907, -2.33394], [-6.11028, -1.85470, -2.18015], [-5.72193, -2.98560, -1.47588], [-4.46320, -3.04879, -0.90634], [-2.85505, -2.38277, 1.38804], [-2.62703, -3.64968, 1.90297], [-3.23889, -4.02847, 3.08581], [-4.08387, -3.14284, 3.73484], [-4.34383, -1.89416, 3.18866], [-3.73514, -1.50853, 2.00564], [-3.26696, -0.03860, -1.85915], [-5.52657, 0.08219, -2.88053], [-7.10213, -1.80409, -2.60531], [-6.40106, -3.81604, -1.35286], [-4.16281, -3.92951, -0.35957], [-1.94948, -4.31141, 1.38433], [-3.02771, -4.99894, 3.50789], [-4.53254, -3.42087, 4.67537], [-5.02274, -1.21875, 3.68725], [-3.92491, -0.53757, 1.57569]],
  "total_charge": 1,
  "e_above_lowest_kj_mol": 146.4,
  "lumo_energy_ev": -2.24,
  "orbital_gap_ev": 7.588,
  "homo_ev": -9.827
}

Entry 2:
{
  "formula": "C6H9N2OP",
  "method": "ωB97M-V/def2-TZVPD",
  "symbols": ["N", "P", "N", "O", "C", "C", "C", "C", "C", "C", "H", "H", "H", "H", "H", "H", "H", "H", "H"],
  "xyz": [[-2.75002, 0.37352, 1.07609], [-2.27288, 0.42346, -0.53655], [-3.13896, -0.79452, -1.24518], [-0.68150, -0.68238, -0.32185], [0.49919, -0.25659, -0.06422], [1.36515, -0.05539, -1.12259], [2.63366, 0.49781, -0.94221], [3.07506, 0.79747, 0.37386], [2.13349, 0.78085, 1.37035], [0.90030, 0.23080, 1.15789], [-3.69051, 0.75548, 1.27016], [-1.95954, 0.76951, 1.71420], [-3.27245, -0.72529, -2.23348], [-3.28501, -1.70187, -0.83366], [1.12692, -0.13396, -2.15963], [3.15330, 0.69124, -1.81320], [4.01946, 1.24463, 0.68012], [2.54135, 1.18130, 2.34927], [0.10298, 0.32510, 1.87046]],
  "total_charge": 0,
  "e_above_lowest_kj_mol": 21.1,
  "lumo_energy_ev": 0.86,
  "orbital_gap_ev": 8.822,
  "smiles": "NP(N)Oc1ccccc1",
  "homo_ev": -7.961
}

Entry 3:
{
  "formula": "C4H3Li2LuO2",
  "method": "ωB97M-V/def2-TZVPD",
  "symbols": ["C", "O", "Lu", "Li", "H", "C", "C", "C", "O", "Li", "H", "H"],
  "xyz": [[0.52848, 0.71700, 0.67516], [0.14811, -0.46001, 1.07117], [-0.74954, 1.56347, -1.58001], [0.41006, -1.18092, 2.69402], [1.38391, 1.86278, 1.27962], [0.05427, 1.80672, 1.44730], [-1.07933, 2.78353, 1.25942], [-2.21544, 2.55041, 0.56027], [-2.49432, 1.60709, -0.42652], [-2.48000, 0.32006, 0.94793], [-0.27819, 1.26620, 2.35970], [-3.06223, 3.24802, 0.66020]],
  "total_charge": 1,
  "s2": 0.759,
  "spin_multiplicity": 2,
  "lumo_energy_ev": [-4.31, -4.87],
  "orbital_gap_ev": [5.558, 5.178],
  "homo_ev": [-9.864, -10.050]
}

| no. | F_max (eV Å⁻¹) |
| --- | --- |
| 1 | 2.09 |
| 2 | 5.26 |
| 3 | 4.68 |